Record 1
This record from the OMol25 dataset describes a structure of composition C80H180As3F18P5 at a distorted geometry. The level of theory is ωB97M-V/def2-TZVPD.

As for the LUMO energy: -3.65 eV. The HOMO energy comes out at -13.195 eV. The value obtained for the relative energy (zero: lowest compared OMol25 entry of this formula, charge and spin) is 1.5429 eV.

Structure (ORCA input):
```
! wB97M-V def2-TZVPD RIJCOSX def2/J DEFGRID3
* xyz 2 1
C -0.232 6.206 -1.134
C -0.958 6.413 0.185
C -0.293 5.741 1.387
C 0.011 4.277 1.160
P 0.608 3.552 2.763
C -0.856 3.069 3.657
C -0.590 2.382 5.008
C -2.008 1.984 5.519
C -2.029 1.284 6.819
C 1.520 4.794 3.723
C 0.736 5.662 4.667
C 1.590 6.362 5.688
C 2.789 7.120 5.062
C 1.626 2.114 2.570
C 2.703 2.206 1.452
C 3.685 3.301 1.598
C 4.871 3.196 0.701
H -0.727 6.788 -1.921
H -0.302 5.108 -1.319
H 0.834 6.422 -1.151
H -2.024 6.282 0.117
H -0.942 7.500 0.375
H -0.925 5.860 2.299
H 0.636 6.289 1.459
H 0.750 4.035 0.415
H -0.932 3.775 0.937
H -1.286 2.347 2.936
H -1.527 3.882 3.753
H 0.004 3.024 5.666
H 0.027 1.481 4.857
H -2.368 1.357 4.698
H -2.676 2.815 5.475
H -1.251 0.534 6.787
H -2.947 0.760 7.099
H -1.652 1.921 7.609
H 2.013 5.531 3.066
H 2.289 4.191 4.201
H -0.127 5.123 5.122
H 0.251 6.458 4.074
H 1.922 5.657 6.455
H 0.881 7.025 6.228
H 3.596 6.388 4.977
H 3.122 7.944 5.777
H 2.543 7.651 4.172
H 1.068 1.196 2.420
H 2.187 2.133 3.490
H 2.215 2.284 0.457
H 3.227 1.242 1.361
H 3.964 3.349 2.627
H 3.181 4.257 1.443
H 5.446 4.112 0.689
H 4.590 2.971 -0.314
H 5.536 2.379 1.018
C -1.276 2.426 -6.661
C -1.189 0.927 -6.383
C 0.012 0.506 -5.594
C 1.273 0.423 -6.471
P 2.771 0.359 -5.420
C 2.761 1.759 -4.359
C 2.354 3.119 -4.993
C 2.013 4.244 -3.998
C 1.554 5.516 -4.680
C 2.841 -1.026 -4.311
C 3.121 -2.377 -4.931
C 3.388 -3.479 -3.880
C 3.667 -4.804 -4.511
C 4.241 0.296 -6.444
C 5.544 0.158 -5.576
C 6.779 0.223 -6.364
C 6.874 -0.704 -7.542
H -0.827 2.773 -7.588
H -0.812 3.039 -5.913
H -2.329 2.707 -6.817
H -1.249 0.451 -7.371
H -2.057 0.622 -5.752
H -0.139 -0.497 -5.104
H 0.250 1.167 -4.745
H 1.362 1.309 -7.122
H 1.298 -0.468 -7.099
H 3.720 1.779 -3.865
H 2.009 1.411 -3.652
H 1.385 3.056 -5.550
H 3.030 3.363 -5.791
H 2.901 4.494 -3.385
H 1.318 3.947 -3.254
H 0.511 5.389 -5.007
H 2.145 5.842 -5.555
H 1.616 6.358 -4.016
H 1.901 -1.098 -3.779
H 3.618 -0.809 -3.553
H 3.960 -2.447 -5.639
H 2.314 -2.847 -5.518
H 2.467 -3.454 -3.244
H 4.129 -3.145 -3.188
H 2.888 -5.123 -5.186
H 3.947 -5.554 -3.765
H 4.654 -4.651 -4.986
H 4.314 1.197 -7.060
H 4.255 -0.513 -7.192
H 5.537 -0.778 -5.071
H 5.558 0.979 -4.826
H 7.596 -0.092 -5.718
H 6.969 1.248 -6.707
H 7.883 -0.670 -7.979
H 6.199 -0.479 -8.337
H 6.820 -1.758 -7.232
C -1.117 -1.546 3.488
C -1.899 -1.905 2.269
C -1.363 -3.004 1.298
C -2.376 -3.189 0.160
P -2.041 -4.566 -1.020
C -0.303 -4.966 -0.870
C 0.303 -6.126 -1.635
C 1.871 -6.210 -1.577
C 2.332 -7.581 -2.016
C -2.948 -6.067 -0.484
C -2.657 -6.488 0.981
C -3.604 -7.586 1.472
C -3.308 -9.013 0.968
C -2.411 -4.267 -2.765
C -1.950 -2.896 -3.279
C -1.855 -2.782 -4.798
C -0.532 -3.407 -5.334
H -0.123 -1.275 3.214
H -1.100 -2.355 4.207
H -1.499 -0.650 3.965
H -2.086 -1.065 1.652
H -2.897 -2.363 2.443
H -1.090 -3.812 1.973
H -0.458 -2.616 0.868
H -2.309 -2.198 -0.341
H -3.396 -3.203 0.511
H -0.328 -5.247 0.218
H 0.275 -4.031 -1.011
H 0.109 -6.087 -2.715
H -0.082 -7.092 -1.330
H 2.183 -5.990 -0.548
H 2.310 -5.476 -2.267
H 1.930 -8.340 -1.346
H 3.421 -7.649 -1.903
H 2.138 -7.783 -3.076
H -2.792 -6.868 -1.198
H -4.019 -5.854 -0.574
H -2.912 -5.568 1.545
H -1.647 -6.843 1.168
H -4.618 -7.337 1.190
H -3.459 -7.612 2.555
H -3.284 -9.202 -0.116
H -4.028 -9.698 1.403
H -2.305 -9.207 1.362
H -3.509 -4.439 -2.797
H -1.973 -5.063 -3.294
H -1.040 -2.630 -2.762
H -2.725 -2.215 -2.878
H -1.876 -1.722 -4.962
H -2.710 -3.211 -5.321
H -0.432 -4.480 -5.252
H 0.243 -2.983 -4.713
H -0.320 -3.191 -6.403
C 3.504 -1.614 -0.229
C 2.375 -1.728 0.790
C 2.789 -2.596 1.976
C 3.714 -1.827 2.942
P 4.695 -2.959 3.969
C 5.037 -4.558 3.123
C 5.663 -4.278 1.773
C 5.403 -5.457 0.832
C 6.016 -5.137 -0.565
C 3.752 -3.260 5.513
C 4.461 -4.168 6.513
C 3.682 -4.390 7.817
C 2.340 -5.096 7.592
C 6.270 -2.146 4.404
C 7.072 -1.531 3.243
C 8.317 -0.817 3.663
C 8.138 0.286 4.664
H 4.486 -1.409 0.253
H 3.275 -0.843 -0.938
H 3.643 -2.574 -0.735
H 1.469 -2.168 0.387
H 2.181 -0.725 1.110
H 3.358 -3.453 1.583
H 1.922 -3.011 2.496
H 3.037 -1.324 3.651
H 4.322 -1.122 2.391
H 4.101 -5.095 3.088
H 5.599 -5.198 3.725
H 6.714 -4.127 1.900
H 5.229 -3.450 1.245
H 4.338 -5.738 0.790
H 5.965 -6.314 1.146
H 6.062 -6.002 -1.256
H 7.051 -4.817 -0.354
H 5.438 -4.402 -1.117
H 2.693 -3.574 5.295
H 3.561 -2.235 5.867
H 5.454 -3.848 6.750
H 4.557 -5.149 6.051
H 3.699 -3.427 8.339
H 4.284 -5.005 8.463
H 1.664 -4.418 7.074
H 1.749 -5.319 8.525
H 2.452 -5.995 6.969
H 6.836 -2.958 4.897
H 6.046 -1.413 5.167
H 6.414 -0.816 2.755
H 7.193 -2.228 2.400
H 8.859 -0.343 2.833
H 8.988 -1.561 4.100
H 7.481 1.081 4.295
H 9.105 0.803 4.886
H 7.670 0.020 5.626
C -6.596 0.473 3.263
C -5.109 0.657 3.151
C -4.724 1.538 1.973
C -5.093 0.888 0.634
P -5.613 2.094 -0.575
C -7.288 2.716 -0.228
C -7.364 3.745 0.933
C -8.788 4.388 1.240
C -8.538 5.593 2.053
C -5.702 1.357 -2.216
C -4.352 1.051 -2.888
C -4.346 0.108 -4.112
C -5.157 0.705 -5.315
C -4.521 3.580 -0.613
C -5.085 4.597 -1.569
C -4.417 5.937 -1.626
C -4.650 6.716 -0.347
H -7.026 1.450 3.215
H -6.946 0.061 4.203
H -7.080 -0.182 2.573
H -4.768 -0.356 2.989
H -4.692 1.012 4.117
H -3.635 1.675 1.966
H -5.138 2.576 2.071
H -6.007 0.272 0.674
H -4.266 0.284 0.252
H -7.899 1.835 0.045
H -7.708 3.137 -1.134
H -6.744 4.609 0.697
H -6.999 3.338 1.841
H -9.387 3.654 1.785
H -9.296 4.662 0.342
H -9.420 6.023 2.504
H -8.187 6.441 1.458
H -7.881 5.362 2.875
H -6.234 2.031 -2.925
H -6.273 0.454 -2.176
H -3.731 0.583 -2.146
H -3.855 2.048 -3.080
H -4.824 -0.821 -3.736
H -3.357 -0.107 -4.453
H -4.884 1.748 -5.408
H -6.209 0.615 -5.134
H -5.032 0.207 -6.272
H -3.550 3.192 -0.874
H -4.523 3.981 0.421
H -6.118 4.854 -1.264
H -5.201 4.203 -2.613
H -4.779 6.505 -2.510
H -3.392 5.768 -1.873
H -5.718 7.017 -0.223
H -4.165 7.723 -0.288
H -4.397 6.155 0.569
As -6.198 -2.524 -0.822
F -5.299 -4.132 -1.022
F -4.616 -1.674 -1.259
F -7.032 -0.999 -0.577
F -7.502 -3.424 -0.465
F -5.755 -2.402 0.903
F -6.578 -2.507 -2.526
As -4.039 5.381 3.548
F -2.628 5.425 4.642
F -3.100 4.437 2.248
F -5.378 5.292 2.489
F -4.819 6.264 4.680
F -3.480 6.822 2.739
F -4.508 3.870 4.307
As -0.316 0.672 -1.234
F -1.953 0.556 -0.736
F -0.235 -1.148 -1.162
F 1.415 0.606 -1.903
F -0.213 2.387 -1.173
F 0.253 0.610 0.441
F -0.852 0.673 -2.862
*
```

Record 2
This record from the OMol25 dataset describes a structure of composition C5H8IN at a distorted geometry. The level of theory is ωB97M-V/def2-TZVPD.

As for the LUMO energy (spin up / spin down): -0.57 / 0.27 eV. The HOMO energy (spin up / spin down) comes out at -7.624 / -8.446 eV. The value obtained for the relative energy (zero: lowest compared OMol25 entry of this formula, charge and spin) is 4.4538 eV.

Structure (ORCA input):
```
! wB97M-V def2-TZVPD RIJCOSX def2/J DEFGRID3
* xyz 0 1
C 0.271 1.083 -0.788
C -0.059 2.281 -1.072
C 0.575 -0.319 -0.995
C -0.137 -1.322 -0.077
C 0.061 -0.937 1.382
N 0.040 0.434 1.759
I -1.777 1.243 1.897
H -0.439 2.884 -0.324
H -0.306 2.540 -2.093
H 0.452 -0.657 -2.055
H 1.706 -0.568 -0.869
H -1.197 -1.539 -0.281
H 0.422 -2.216 -0.398
H -0.665 -1.563 1.961
H 1.053 -1.343 1.952
*
```